Entry 1:
C4H5ClFN | ωB97M-V/def2-TZVPD

Summary:
**LUMO**: 0.758 eV
**Kohn-Sham gap**: 10.4065 eV
**Energy above the lowest of the compared OMol25 structures with the same formula, charge and spin**: 2.677 eV

The geometry in ORCA input format:
```
! wB97M-V def2-TZVPD RIJCOSX def2/J DEFGRID3
* xyz 0 1
C -2.6558 0.8722 0.2357
C -1.7500 -0.0894 0.1739
C 0.2004 0.2950 0.1275
C 2.3563 -0.7978 -0.4357
N 0.9166 -0.6550 -0.2051
F -1.9459 -1.3761 0.4048
Cl 0.5863 1.9414 0.6379
H -3.5698 0.4613 0.1014
H -2.3345 1.8971 0.2120
H 2.7335 -0.9739 0.5623
H 3.0313 -0.0021 -0.6161
H 2.4316 -1.5727 -1.1984
*
```

Löwdin population analysis, charges in e, atoms 1 to 8: 0.0383, -0.2325, -0.6079, -0.1046, -0.0426, 0.0598, 0.5920, 0.0306

***

Entry 2:
C21H25NO6 | ωB97M-V/def2-TZVPD

Summary:
**SMILES**: CCOc1ccc(CCNC(=O)COC(=O)c2ccccc2O)cc1OCC
**LUMO**: 0.321 eV
**Kohn-Sham gap**: 8.1254 eV
**Energy above the lowest of the compared OMol25 structures with the same formula, charge and spin**: 1.446 eV

The geometry in ORCA input format:
```
! wB97M-V def2-TZVPD RIJCOSX def2/J DEFGRID3
* xyz 0 1
C 4.5825 1.7869 -0.3080
C 3.4432 1.1083 -1.0522
O 2.2517 1.3860 -0.3471
C 1.0682 0.9965 -0.8963
C 0.9322 0.1360 -1.9691
C -0.3249 -0.1701 -2.4710
C -1.4638 0.3907 -1.9254
C -2.8088 0.0937 -2.5405
C -3.9112 -0.1981 -1.5181
N -3.4422 -1.1050 -0.4955
C -3.4618 -0.7755 0.8026
O -4.0142 0.2063 1.2549
C -2.7144 -1.7702 1.7055
O -1.3105 -1.5344 1.6715
C -0.6043 -2.0693 0.6785
O -1.1258 -2.7176 -0.2242
C 0.8357 -1.8565 0.8055
C 1.3556 -1.0424 1.8171
C 2.7139 -0.8901 1.9677
C 3.5810 -1.5613 1.1122
C 3.0914 -2.3552 0.0982
C 1.7151 -2.5062 -0.0845
O 1.2905 -3.2737 -1.0943
C -1.3351 1.2416 -0.8279
C -0.0919 1.5449 -0.3007
O 0.1532 2.3736 0.7477
C -0.8969 3.0922 1.3641
C -1.6361 2.2873 2.4286
H 4.4082 2.8581 -0.2620
H 5.5239 1.5971 -0.8159
H 4.6355 1.4025 0.7063
H 3.3711 1.4966 -2.0784
H 3.6176 0.0247 -1.0985
H 1.8009 -0.3072 -2.4288
H -0.4024 -0.8456 -3.3100
H -3.1261 0.9434 -3.1516
H -2.7011 -0.7666 -3.2049
H -4.2381 0.7104 -1.0078
H -4.7769 -0.6358 -2.0274
H -2.8686 -1.8855 -0.7936
H -2.9282 -2.7994 1.3979
H -3.0114 -1.6042 2.7421
H 0.6682 -0.5323 2.4719
H 3.1040 -0.2536 2.7459
H 4.6490 -1.4553 1.2351
H 3.7515 -2.8736 -0.5802
H 0.3089 -3.2756 -1.0917
H -2.2215 1.6723 -0.3913
H -1.5957 3.4827 0.6144
H -0.3910 3.9411 1.8360
H -0.9175 1.8351 3.1076
H -2.2464 1.5034 1.9911
H -2.2862 2.9494 2.9943
*
```

Löwdin population analysis, charges in e, atoms 1 to 8: -0.0551, -0.2577, -0.0360, -0.2031, -0.0129, -0.0459, -0.2355, -0.1249

***

Entry 3:
C13H9Cl2N3O4 | ωB97M-V/def2-TZVPD

Summary:
**SMILES**: N/C(=N\O)c1ccc(Oc2cc(Cl)cc(Cl)c2)c([N+](=O)[O-])c1
**LUMO**: -0.689 eV
**Kohn-Sham gap**: 7.5459 eV
**Energy above the lowest of the compared OMol25 structures with the same formula, charge and spin**: 1.212 eV

The geometry in ORCA input format:
```
! wB97M-V def2-TZVPD RIJCOSX def2/J DEFGRID3
* xyz 0 1
N 0.6416 3.3238 -3.2171
C -0.1411 2.3342 -3.1827
N -0.5163 1.9724 -4.4989
O -0.1517 2.7784 -5.5778
C -0.3470 1.3927 -2.0084
C -0.7669 0.0081 -2.1785
C -0.9055 -0.7584 -1.0951
C -0.9413 -0.2602 0.1574
O -1.3410 -1.1937 1.1476
C -0.4037 -1.8257 1.8922
C 0.7193 -2.5074 1.3629
C 1.5825 -3.1352 2.3148
Cl 3.0427 -3.9138 1.6255
C 1.3868 -3.1235 3.6790
C 0.3485 -2.3521 4.1414
Cl 0.0650 -2.1082 5.8760
C -0.5977 -1.7971 3.2817
C -0.4598 1.0187 0.4147
N -0.5064 1.5974 1.7094
O 0.4304 2.3300 1.9197
O -1.3520 1.2672 2.4785
C -0.2897 1.8782 -0.6777
H 1.2219 3.5726 -2.4079
H 0.8532 3.5611 -4.1822
H -0.8458 2.6483 -6.2737
H -0.8705 -0.3563 -3.2294
H -1.1832 -1.7725 -1.2973
H 0.9615 -2.5275 0.3488
H 1.9272 -3.7095 4.3293
H -1.5084 -1.2957 3.6563
H -0.0525 2.9535 -0.5083
*
```

Löwdin population analysis, charges in e, atoms 1 to 8: 0.1365, -0.3506, -0.0461, -0.1152, -0.0798, 0.0135, -0.0313, -0.1487

***

Entry 4:
CH4BNO2 | ωB97M-V/def2-TZVPD

Summary:
**LUMO**: -0.832 eV
**Kohn-Sham gap**: 9.6856 eV
**Energy above the lowest of the compared OMol25 structures with the same formula, charge and spin**: 2.307 eV

The geometry in ORCA input format:
```
! wB97M-V def2-TZVPD RIJCOSX def2/J DEFGRID3
* xyz 0 1
B -0.1028 -0.8804 0.0875
C 0.5225 0.6618 -0.0594
N 1.7181 -0.0078 -0.0786
O 2.8076 0.4273 0.0963
O 1.4054 -1.2252 -0.1094
H -0.9590 -1.3581 -0.7882
H -0.2313 -0.9445 1.3484
H 0.3403 0.9699 -1.1240
H 0.5532 1.4547 0.6967
*
```

Löwdin population analysis, charges in e, atoms 1 to 8: -0.3058, -0.0659, -0.3554, 0.1770, 0.1109, 0.0786, 0.0774, 0.1518